This record from OMol25 describes a gas-phase ion, C5H3FNO3 (charge -1). The level of theory is ωB97M-V with the def2-TZVPD basis set.

XYZ file:
```
13
Properties=species:S:1:pos:R:3:forces:R:3
C 0.6403 -0.9211 1.0654 1.52 0.43 -0.66
C -0.3015 0.0020 0.8823 -0.40 -0.32 0.13
C 0.0245 -2.8234 0.0332 1.04 -0.37 2.74
C 0.6739 -2.9666 2.2729 0.23 1.12 1.38
C -0.3888 0.7869 -0.3130 1.70 1.09 -0.06
N 0.3163 -3.4569 1.0502 -0.12 -1.04 0.62
O -0.2004 -2.7566 -1.0740 -1.15 0.78 -3.85
O 0.9287 -3.6677 3.2352 -0.24 0.65 -0.88
O 0.7101 -1.5927 2.3601 0.42 -1.05 -1.11
F 0.7395 0.6836 -1.2709 0.04 0.11 0.06
H 1.6167 -1.0708 0.3883 -1.87 0.21 1.76
H -0.5530 1.8741 -0.2453 0.90 0.05 1.02
H -1.1903 0.6614 -0.9528 -2.08 -1.65 -1.14
```
Forces are in eV/Å.

Values from the calculation:
charge	-1
LUMO level	0.139	Eh
calculated total energy	-572.6408	Eh
energy relative to the best compared isomer or geometry (same formula, charge and spin)	21.1	kcal per mole